No. 1
Molecular formula: C12H31ClIO2P2Pb
Method: DFT, the ωB97M-V functional and the def2-TZVPD basis

Each line ends with the Mulliken charge.
Cartesian coordinates (Å):
Pb 0.000 0.000 0.000  1.043
I 1.103 1.095 2.433  0.402
Cl 2.198 -0.418 -0.889  -0.238
P 0.140 2.187 -0.908  0.787
P 0.115 -2.127 1.045  0.770
O -1.943 0.595 0.942  0.581
O -2.132 -0.803 -1.797  -0.265
C -1.279 3.238 -0.447  -1.121
C 1.601 3.132 -0.372  -1.211
C -1.315 -2.462 2.129  -1.208
C -2.110 0.657 2.372  -0.960
C -4.511 0.798 0.846  -1.503
C 1.566 -2.362 2.117  -1.173
C -2.329 2.077 2.903  -1.322
C -3.174 0.260 0.284  -0.554
C -0.917 -0.767 -1.706  0.414
C 0.153 -3.564 -0.086  -1.234
C -0.066 -1.290 -2.856  -1.145
C 0.184 2.286 -2.734  -1.257
H -3.216 2.563 2.467  0.292
H -1.319 3.301 0.644  0.206
H -1.442 2.710 2.718  0.251
H -2.206 2.788 -0.813  0.298
H -3.174 0.772 -0.695  0.391
H 1.376 -1.855 3.067  0.421
H 1.411 3.515 0.634  0.424
H 0.601 -0.506 -3.223  0.246
H 0.591 -2.090 -2.509  0.253
H -2.472 2.033 4.004  0.430
H -3.279 -0.844 0.228  0.241
H -1.260 0.285 2.916  0.617
H 1.038 -3.497 -0.724  0.355
H 1.783 3.957 -1.069  0.477
H 2.463 2.464 -0.334  0.375
H -0.729 -1.644 -3.650  0.454
H -4.772 0.399 1.844  0.378
H -1.351 -1.684 2.897  0.288
H 2.436 -1.902 1.646  0.347
H -1.217 -3.446 2.598  0.553
H 1.736 -3.431 2.280  0.483
H -0.738 -3.559 -0.719  0.368
H 1.065 1.757 -3.103  0.360
H -5.331 0.474 0.169  0.448
H -2.238 -2.429 1.544  0.328
H 0.232 3.331 -3.058  0.537
H -2.905 -0.023 2.736  0.558
H -0.711 1.814 -3.149  0.365
H -4.520 1.905 0.855  0.330
H 0.193 -4.497 0.484  0.541
H -1.168 4.240 -0.875  0.581

The charge is +3. The calculation puts the HOMO-LUMO gap (spin up / spin down) at 6.46 / 5.49 eV. For the total energy, the calculation gives -2258.52816 hartree. As for the HOMO energy (spin up / spin down): -19.88 / -19.36 eV.

No. 2
Molecular formula: C12H32Ag2F4N4O15S4
Method: DFT, the ωB97M-V functional and the def2-TZVPD basis

Each line ends with the Löwdin spin population.
Cartesian coordinates (Å):
Ag 8.812 13.254 15.816  0.349
Ag 8.612 9.938 14.237  0.018
S 11.293 9.278 12.422  0.000
S 11.861 11.989 16.861  0.002
S 10.217 11.816 18.659  0.002
S 9.753 7.711 11.503  0.000
F 11.595 12.216 15.332  0.000
F 11.415 10.030 13.766  0.000
F 8.197 7.583 11.429  0.000
F 8.808 12.312 19.100  -0.001
O 10.221 6.501 12.004  0.000
O 12.778 12.973 17.256  0.005
O 14.802 17.286 13.255  0.000
O 11.473 10.309 11.436  0.002
O 7.125 18.879 14.570  0.000
O 10.158 10.402 18.655  0.001
O 9.690 14.287 13.844  0.006
O 11.032 12.513 19.573  0.010
O 14.866 14.802 14.770  0.000
O 9.327 12.149 13.666  0.046
O 10.142 8.081 10.157  0.000
O 7.730 11.351 15.750  0.499
O 12.187 10.602 16.899  0.003
O 8.934 12.718 8.906  0.041
O 12.201 8.211 12.494  0.000
N 10.247 12.391 17.178  0.053
N 9.818 17.379 14.560  0.000
N 11.634 11.849 9.167  0.632
N 9.738 8.934 12.596  0.000
C 10.482 13.243 11.845  0.006
C 10.123 18.276 12.273  0.000
C 9.370 18.405 13.617  0.000
C 10.952 11.513 7.995  0.113
C 13.741 16.782 14.080  0.000
C 8.310 13.684 8.037  0.003
C 7.837 18.355 13.430  0.000
C 9.774 13.226 13.215  0.003
C 9.384 11.518 8.372  0.125
C 5.705 18.757 14.465  0.000
C 11.358 10.145 7.464  0.016
C 13.739 15.288 14.050  0.000
H 9.227 10.720 9.102  0.001
H 9.926 19.139 11.631  0.000
H 10.858 9.993 6.520  0.001
H 11.078 12.311 7.253  0.015
H 11.868 11.096 9.956  0.008
H 8.073 14.514 8.715  0.000
H 15.648 15.303 14.529  0.000
H 8.886 11.244 7.435  0.013
H 7.361 13.253 7.684  0.000
H 10.131 12.392 11.270  0.003
H 5.450 17.697 14.308  0.000
H 9.804 16.488 14.079  0.000
H 11.190 18.176 12.458  0.000
H 9.005 13.947 7.241  0.001
H 15.626 17.125 13.728  0.000
H 12.853 17.261 13.663  0.000
H 9.782 17.384 11.729  0.000
H 11.120 9.367 8.199  0.001
H 11.556 13.119 12.046  0.000
H 9.205 17.473 15.357  0.000
H 7.565 18.944 12.545  0.000
H 13.865 17.091 15.122  0.000
H 5.335 19.386 13.645  0.000
H 13.734 14.908 13.020  0.000
H 12.442 10.183 7.360  0.001
H 7.623 10.948 16.631  0.006
H 12.858 14.868 14.540  0.000
H 7.565 17.284 13.347  0.000
H 5.315 19.107 15.423  0.000
H 9.636 19.381 14.039  0.000
H 11.605 12.823 9.472  0.016
H 10.300 14.217 11.402  0.000

The calculation puts the HOMO-LUMO gap (spin up / spin down) at 8.40 / 4.55 eV. Its multiplicity is 3. For the total energy, the calculation gives -4109.91273 hartree. As for the HOMO energy (spin up / spin down): -9.02 / -9.02 eV.

No. 3
Molecular formula: C12H32Cl3CrN5O3P
Method: DFT, the ωB97M-V functional and the def2-TZVPD basis

Each line ends with the Löwdin spin population.
Cartesian coordinates (Å):
Cr 0.307 -1.628 1.997  3.764
Cl 1.783 -0.378 3.425  0.020
Cl -1.276 -2.801 3.579  0.060
Cl 1.716 -3.775 1.421  0.022
P 1.861 0.125 -0.839  0.009
O -0.948 -0.067 1.844  0.018
O -1.065 -2.139 0.476  0.012
O 1.315 -0.609 0.324  0.036
N -2.161 1.687 2.921  0.013
N -3.219 -2.365 -0.346  0.006
N 1.507 1.752 -0.930  0.002
N 3.553 -0.019 -1.010  0.002
N 1.294 -0.527 -2.346  0.001
C -4.156 -2.661 -1.498  0.001
C 0.154 2.269 -1.263  0.000
C 1.319 -1.976 -2.503  0.000
C 1.293 0.261 -3.580  0.000
C 4.258 0.554 -2.132  0.001
C -1.628 1.448 4.237  0.001
C -3.164 2.750 2.805  0.001
C 2.208 2.832 -0.298  0.000
C -1.776 0.859 1.878  0.019
C -3.858 -2.215 0.992  0.001
C 4.431 -0.202 0.226  0.000
C -1.888 -2.309 -0.397  0.007
H 0.607 -0.202 -4.290  0.000
H -4.843 -1.837 -1.691  0.000
H -4.522 -1.353 0.936  0.000
H 4.108 -1.110 0.736  0.000
H -4.405 -3.157 1.014  0.000
H -3.187 3.229 1.826  0.000
H 4.329 0.515 1.040  0.000
H 5.466 -0.525 0.118  0.000
H 3.214 2.556 0.016  0.000
H 0.176 3.250 -1.739  0.000
H 5.141 1.118 -1.829  0.000
H -2.165 1.221 0.914  0.001
H 4.577 -0.249 -2.795  0.000
H -2.426 1.335 4.971  0.000
H -0.415 2.464 -0.354  0.000
H 2.542 3.713 -0.846  0.000
H -2.798 3.504 3.503  0.000
H 0.919 1.281 -3.491  0.000
H 0.761 -2.548 -1.761  0.000
H -0.264 1.530 -1.946  0.000
H -3.617 -2.873 -2.422  0.000
H -3.081 -2.128 1.752  0.000
H -1.054 2.324 4.538  0.000
H 3.664 1.354 -2.575  0.000
H -4.599 -3.599 -1.166  0.000
H 2.192 0.450 -4.166  0.000
H -1.636 -2.553 -1.441  0.001
H 1.546 3.159 0.504  0.000
H 0.863 -2.263 -3.450  0.000
H -1.150 0.492 4.449  0.000
H 2.350 -2.310 -2.380  0.000
H -4.148 2.348 3.043  0.000

The charge is -1. The calculation puts the HOMO-LUMO gap (spin up / spin down) at 4.62 / 6.34 eV. Its multiplicity is 5. For the total energy, the calculation gives -3742.48940 hartree. As for the HOMO energy (spin up / spin down): -2.44 / -4.17 eV.